The following is a DFT calculation (the ωB97M-V functional and the def2-TZVPD basis) of a structure of composition C40H40F36N11O25S12 at a distorted geometry.

Output
- LUMO energy (eV) = -0.79
- E_tot (a.u.) = -12404.626531
- highest occupied orbital energy (Eh) = -0.286
- charge = -1
- energy above the lowest of the compared OMol25 structures with the same formula, charge and spin (kcal per mole) = 12.0
- gap between HOMO and LUMO (eV) = 6.996

```
164
Properties=species:S:1:pos:R:3:mulliken_charge:R:1
C 3.6878 5.2802 5.5913 -1.448
C 2.9823 3.9617 5.8934 0.400
C 3.4616 2.8510 4.9576 -0.907
O 2.9656 3.2736 3.7213 -0.221
C 3.1273 2.4044 2.6210 -0.594
N 3.2153 3.4858 7.3277 -0.109
H 2.6124 2.6647 7.4172 0.411
H 4.1259 3.0349 7.4605 0.349
H 3.1420 4.2562 7.9889 0.351
H 3.4067 5.5915 4.5847 0.270
H 4.7586 5.0939 5.5035 0.434
H 3.3527 6.0991 6.2243 0.515
H 1.9109 3.9352 5.7010 0.104
H 2.9769 1.9136 5.2727 0.442
H 4.5434 2.6800 4.9233 0.412
H 3.9694 1.7138 2.7175 0.518
H 3.4791 3.0431 1.8072 0.049
H 2.2514 1.9041 2.2096 -0.008
C 2.1802 -1.3354 -3.7276 -0.638
N 1.5277 -0.3408 -2.8346 1.220
C 0.5095 0.4084 -3.3364 -0.853
C -0.1890 1.2811 -2.5185 -0.684
C 0.1645 1.3619 -1.1861 1.726
C 1.2386 0.6485 -0.7394 -0.983
C 1.9248 -0.2253 -1.5688 -0.799
C -0.5185 2.2052 -0.1647 0.450
C -1.9334 2.1809 -0.1366 0.106
C -2.5709 3.0323 0.7367 -1.794
N -1.9012 3.8708 1.5402 0.723
C -0.5622 3.8241 1.6275 -0.969
C 0.1386 3.0362 0.7591 -1.102
C -2.6467 4.6794 2.5612 -0.843
H 3.2471 -1.2420 -3.5538 0.004
H 2.0057 -1.1727 -4.7878 0.444
H 1.7107 -2.2879 -3.4866 0.129
H 0.1716 0.2592 -4.3501 0.839
H -1.0824 1.7665 -2.8927 0.731
H 1.5857 0.8133 0.2695 -0.030
H 2.7993 -0.8002 -1.3186 0.638
H -2.5078 1.5478 -0.7942 -0.558
H -3.6393 2.9250 0.8761 1.137
H -0.0727 4.4395 2.3674 0.729
H 1.2061 3.0658 0.5646 1.413
H -3.5631 4.1118 2.7303 0.322
H -2.9731 5.6618 2.2309 0.134
H -2.0588 4.7338 3.4689 0.146
C -4.2844 -0.1622 -1.7790 0.159
N -3.3922 -1.2084 -1.2486 0.592
C -2.6338 -1.8951 -2.1063 0.717
C -2.0106 -3.0521 -1.7067 0.005
C -2.1662 -3.5225 -0.4178 1.007
C -3.0069 -2.8149 0.4717 -1.288
C -3.5547 -1.6227 0.0404 -1.045
C -1.3582 -4.6846 0.0050 1.118
C -1.8307 -5.6241 0.9145 -0.421
C -1.1310 -6.7644 1.2033 -0.834
N -0.0171 -7.0408 0.5071 0.496
C 0.4148 -6.2556 -0.5081 -0.443
C -0.2315 -5.0444 -0.6893 -0.657
C 0.7888 -8.2475 0.7938 -0.835
H -4.0638 -0.0400 -2.8402 -0.627
H -4.0381 0.7462 -1.2462 -0.224
H -5.3150 -0.5072 -1.8161 0.580
H -2.7288 -1.6812 -3.1654 -1.193
H -1.3994 -3.6078 -2.4050 0.068
H -3.0807 -3.0369 1.5254 0.518
H -4.2487 -0.9992 0.5909 1.134
H -2.7363 -5.4678 1.4866 0.536
H -1.3753 -7.4624 1.9900 0.479
H 1.3973 -6.4696 -0.9195 0.533
H 0.2057 -4.4143 -1.4521 0.317
H 0.2245 -9.1715 0.7098 0.376
H 1.2558 -8.1681 1.7755 0.384
H 1.6408 -8.2745 0.1178 0.198
C -4.7021 8.6123 3.6663 0.677
F -4.8265 7.9437 2.4816 -0.245
F -3.9596 9.6811 3.4491 -0.227
F -5.9314 8.8665 4.0448 -0.208
S -3.8457 7.4073 4.8424 0.908
O -4.0052 8.0253 6.1359 -0.565
O -4.6276 6.1847 4.7082 -0.582
N -2.2748 7.3883 4.0576 -0.284
S -1.3278 7.6843 5.2500 1.033
O -0.9104 9.0763 5.2754 -0.735
O -1.6101 7.1778 6.5871 -0.678
C 0.1769 6.5596 4.8780 0.682
F 0.4191 6.5677 3.5628 -0.207
F 1.2150 7.0935 5.5125 -0.236
F -0.0401 5.3330 5.3468 -0.274
C 6.5979 0.9210 -3.6067 0.609
F 7.1032 0.5557 -2.4264 -0.242
F 7.5506 1.5600 -4.2696 -0.217
F 6.2368 -0.2374 -4.1793 -0.221
S 5.0873 2.0596 -3.4123 0.805
O 5.1259 2.8809 -4.5981 -0.654
O 3.9946 1.1269 -3.2936 -0.527
N 5.5810 2.9000 -2.0164 -0.492
S 4.2687 3.4851 -1.4414 1.074
O 3.4665 4.3292 -2.2870 -0.680
O 3.4866 2.5849 -0.5852 -0.175
C 5.0953 4.6476 -0.1377 0.414
F 6.0701 5.4149 -0.6173 -0.228
F 4.0924 5.4625 0.2411 -0.253
F 5.5317 4.0235 0.9471 -0.211
C -2.4752 2.0139 -6.1320 0.635
F -3.2671 2.3035 -7.1622 -0.234
F -1.3660 1.4033 -6.4540 -0.139
F -2.1878 3.2312 -5.6328 -0.249
S -3.4284 1.1237 -4.6627 0.856
O -3.2193 2.0076 -3.5102 -0.545
O -4.7883 0.9605 -5.1017 -0.653
N -2.3171 -0.1694 -4.5409 0.148
S -2.9064 -1.3229 -5.4154 0.851
O -3.8570 -2.0754 -4.5973 -0.571
O -3.2673 -0.9707 -6.7673 -0.708
C -1.4167 -2.4532 -5.6469 0.593
F -1.8202 -3.5029 -6.3375 -0.216
F -0.3489 -1.8793 -6.1904 -0.213
F -1.0662 -2.9163 -4.4224 -0.059
C 4.7789 -2.8372 -0.7386 0.391
F 4.9735 -2.1186 0.3678 -0.191
F 4.7127 -2.0655 -1.8248 -0.137
F 5.8553 -3.6334 -0.8546 -0.232
S 3.2112 -3.8904 -0.5633 0.938
O 2.7747 -4.3353 -1.8673 -0.592
O 3.6450 -5.0046 0.2326 -0.643
N 2.0146 -2.7840 -0.0635 0.221
S 1.9748 -3.0877 1.4945 0.607
O 1.3517 -4.3572 1.7954 -0.654
O 3.1454 -2.8518 2.3141 -0.648
C 0.6143 -1.8284 2.1173 0.217
F 0.1768 -2.2797 3.2707 -0.223
F 1.0262 -0.5730 2.2448 -0.028
F -0.3858 -1.9143 1.2166 0.113
C 3.1324 -9.4900 -2.8860 0.571
F 3.0582 -10.6855 -2.2767 -0.257
F 2.7774 -8.5814 -1.9588 -0.183
F 4.3775 -9.2155 -3.2711 -0.224
S 2.0060 -9.5050 -4.4529 0.981
O 2.9749 -9.9379 -5.4292 -0.649
O 0.9434 -10.4220 -4.0883 -0.590
N 1.5356 -7.9096 -4.6022 -0.397
S 0.0874 -7.6901 -3.9938 0.901
O -1.0185 -8.3375 -4.6346 -0.615
O 0.1388 -7.7073 -2.5405 -0.564
C -0.1344 -5.8130 -4.3154 0.589
F -0.7289 -5.6633 -5.4864 -0.237
F -0.8868 -5.3008 -3.3298 -0.179
F 1.0334 -5.2056 -4.3265 -0.209
C -3.1855 -0.5465 3.2954 0.257
F -2.7812 -0.6052 4.5524 -0.236
F -2.3738 -1.2618 2.5255 0.087
F -4.4000 -1.0645 3.2336 -0.287
S -3.2719 1.2449 2.6000 0.684
O -3.5252 2.2011 3.6507 -0.497
O -1.9693 1.4166 1.9653 -0.321
N -4.3688 1.0789 1.3158 -0.304
S -5.5172 2.0762 1.6994 1.201
O -6.3887 1.6581 2.7814 -0.778
O -5.1551 3.4962 1.7006 -0.607
C -6.5962 1.8204 0.1387 0.612
F -7.0682 0.5783 0.0755 -0.237
F -7.5700 2.6959 0.1696 -0.198
F -5.7851 2.0252 -0.8861 -0.259
```

---

The following is a DFT calculation (the ωB97M-V functional and the def2-TZVPD basis) of the molecule C5H12O.

Output
- LUMO energy (eV) = 1.17
- E_tot (a.u.) = -272.923039
- highest occupied orbital energy (Eh) = -0.352
- energy above the lowest of the compared OMol25 structures with the same formula, charge and spin (kcal per mole) = 16.1
- gap between HOMO and LUMO (eV) = 10.734

```
18
Properties=species:S:1:pos:R:3:mulliken_charge:R:1
C -0.7501 -1.8659 0.2050 -1.415
C -1.1153 -0.3922 -0.0146 -0.353
C -0.0238 0.6357 -0.3707 0.472
C -0.6495 2.0262 -0.4479 -1.506
O 1.0127 0.7219 0.5889 -0.352
C 2.0012 -0.2716 0.5097 -0.635
H -0.1266 -2.2772 -0.5994 0.358
H -0.2424 -2.0302 1.1625 0.315
H -1.6751 -2.4539 0.2309 0.374
H -1.6328 -0.0320 0.8853 0.260
H -1.8438 -0.3425 -0.8350 0.322
H 0.4064 0.3816 -1.3581 0.308
H -1.6161 1.9717 -0.9588 0.375
H -0.0101 2.7292 -0.9866 0.356
H -0.7997 2.4230 0.5623 0.357
H 2.7344 -0.0457 1.2833 0.262
H 1.6123 -1.2711 0.7002 0.218
H 2.4903 -0.2775 -0.4744 0.284
```

---

The following is a DFT calculation (the ωB97M-V functional and the def2-TZVPD basis) of the molecule CH3Cl2OPS at a distorted geometry.

Output
- LUMO energy (eV) = -0.62
- E_tot (a.u.) = -1775.019519
- highest occupied orbital energy (Eh) = -0.349
- energy above the lowest of the compared OMol25 structures with the same formula, charge and spin (kcal per mole) = 90.2
- gap between HOMO and LUMO (eV) = 8.883

```
9
Properties=species:S:1:pos:R:3:mulliken_charge:R:1
O 1.7073 0.7106 -2.7813 -0.421
S 1.1338 0.0933 -1.6483 0.504
Cl 2.6611 -1.2072 -0.8180 -0.226
P 1.0195 1.8309 -0.1644 0.061
C 0.3205 0.8657 1.2182 -0.535
Cl -1.1734 -0.1733 0.8182 -0.165
H -0.2519 2.1275 -0.5981 0.095
H -0.1008 1.6093 1.9191 0.339
H 0.9420 0.1198 1.7756 0.349
```

---

The following is a DFT calculation (the ωB97M-V functional and the def2-TZVPD basis) of the molecule C5H12N2O3 at a distorted geometry.

Output
- LUMO energy (eV) = 0.52
- E_tot (a.u.) = -532.916967
- highest occupied orbital energy (Eh) = -0.354
- energy above the lowest of the compared OMol25 structures with the same formula, charge and spin (kcal per mole) = 48.3
- gap between HOMO and LUMO (eV) = 10.162

```
22
Properties=species:S:1:pos:R:3:mulliken_charge:R:1
H 0.0380 -0.3267 0.6347 0.314
N -0.2453 0.7355 0.7375 -0.712
C 0.7362 1.3158 0.1943 0.422
O 1.7004 0.3731 -0.2988 -0.592
C 0.6755 2.6488 -0.5289 -0.351
O 0.5358 2.4727 -1.9245 -0.598
C 1.8004 3.6563 -0.1721 0.175
N 1.2813 4.9832 -0.4737 -0.722
C 3.1554 3.3696 -0.8592 0.167
C 4.2074 4.4290 -0.5757 -1.594
O 3.6577 2.0800 -0.5012 -0.603
H 2.5166 0.8798 -0.5302 0.440
H -0.2544 3.1108 -0.1807 0.388
H 1.2018 1.8584 -2.2565 0.452
H 1.9545 3.6006 0.9186 0.394
H 1.8783 5.7131 -0.1003 0.277
H 1.2149 5.1298 -1.4783 0.262
H 2.9895 3.3175 -1.9459 0.333
H 5.1589 4.1346 -1.0374 0.380
H 3.9168 5.3993 -0.9958 0.388
H 4.3600 4.5507 0.5080 0.413
H 4.0719 2.1221 0.3682 0.366
```

---

The following is a DFT calculation (the ωB97M-V functional and the def2-TZVPD basis) of a cluster of 2 separate species, C14H18BF8O6P in total at a distorted geometry.

Output
- LUMO energy (eV) = -0.68
- E_tot (a.u.) = -2160.981380
- highest occupied orbital energy (Eh) = -0.258
- energy above the lowest of the compared OMol25 structures with the same formula, charge and spin (kcal per mole) = 0.0
- gap between HOMO and LUMO (eV) = 6.356

```
48
Properties=species:S:1:pos:R:3:mulliken_charge:R:1
C 4.5602 -1.1427 0.9692 -1.880
C 4.8128 -0.7413 -0.4610 1.136
C 5.9117 -1.3058 -1.1184 -0.712
C 6.1936 -1.0066 -2.4434 -0.576
C 5.3859 -0.1232 -3.1555 -0.737
C 4.2962 0.4520 -2.5200 -0.566
C 4.0124 0.1460 -1.1857 0.886
C 2.7843 0.7981 -0.5674 -1.572
P 1.2750 -0.1604 -0.6721 1.096
O 0.6320 -0.3045 0.7579 -0.605
O 0.3712 0.5290 -1.7181 -0.594
B -1.0247 0.8540 -1.4314 0.597
O -1.3490 2.1225 -1.7393 -0.386
O -1.8401 -0.0723 -0.9128 -0.271
C 1.5243 -1.9363 -1.2035 0.624
F 2.3247 -1.9646 -2.2860 -0.251
F 2.1260 -2.5882 -0.1826 -0.264
C 0.2225 -2.7108 -1.5603 0.674
F -0.5957 -2.7707 -0.5183 -0.190
F -0.3696 -2.1328 -2.6068 -0.206
F 0.5903 -3.9506 -1.9150 -0.249
H 5.4201 -0.9177 1.5961 0.535
H 4.4104 -2.2217 1.0043 0.359
H 3.6659 -0.7013 1.4022 0.231
H 6.5463 -2.0035 -0.5880 0.445
H 7.0379 -1.4719 -2.9320 0.405
H 5.5873 0.1112 -4.1903 0.403
H 3.6445 1.1270 -3.0595 0.426
H 2.5813 1.7432 -1.0701 0.563
H 2.9844 1.0311 0.4789 0.643
H 0.6411 0.5249 1.2633 0.397
H -2.3054 2.2271 -1.6234 0.352
H -2.0257 0.1457 0.0388 0.337
C -6.0838 2.2149 3.5780 -1.065
C -4.8529 1.3181 3.6491 -0.186
O -4.8884 0.1646 2.8389 -0.417
C -4.5214 0.2992 1.4436 0.247
O -3.4044 0.9543 1.2226 -1.041
C -5.6763 0.8919 0.5933 0.676
F -6.9013 0.4655 0.9773 -0.298
F -5.5288 0.4877 -0.6938 -0.282
F -5.7294 2.2354 0.5560 -0.273
H -6.9930 1.6141 3.5444 0.237
H -6.1180 2.8622 4.4578 0.414
H -6.0710 2.8600 2.7030 0.216
H -4.7846 0.9295 4.6699 0.320
H -3.9368 1.8891 3.4677 0.205
H -4.5418 -0.7716 1.1424 0.196
```

---

The following is a DFT calculation (the ωB97M-V functional and the def2-TZVPD basis) of a structure of composition C29H43ClN4O12SbV.

Output
- LUMO energy (alpha / beta) (eV) = -3.27 / -3.30
- E_tot (a.u.) = -3896.718836
- spin multiplicity = 2
- highest occupied orbital energy (alpha / beta) (Eh) = -0.417 / -0.417
- charge = +1
- energy above the lowest of the compared OMol25 structures with the same formula, charge and spin (kcal per mole) = 0.0
- gap between HOMO and LUMO (alpha / beta) (eV) = 8.071 / 8.044
- ⟨S²⟩ = 0.764

```
91
Properties=species:S:1:pos:R:3:mulliken_charge:R:1
V 1.2844 0.7208 -1.0207 1.009
O 3.2317 -1.1786 1.9555 -0.584
Cl 2.0586 -0.4100 1.6617 1.175
O 0.9033 -0.9051 2.4009 -0.774
O 1.6941 -0.7544 0.1651 -0.652
O 1.4799 2.2766 -0.8758 -0.766
O -2.0520 -0.5100 1.1270 0.097
C -1.2711 -0.2747 0.0982 0.812
O -0.5301 0.7061 0.0766 -0.232
C -1.4339 -1.2122 -1.0147 -0.072
C -2.4106 -2.1989 -0.9258 -0.737
C -2.6897 -2.9929 -2.0069 -0.523
C -2.0166 -2.8361 -3.2085 -0.819
C -1.0276 -1.8909 -3.2848 -0.208
C -0.6799 -1.0392 -2.2120 1.051
O 0.2585 -0.1553 -2.3593 -0.796
N -0.3069 -1.7818 -4.5607 0.937
O -0.9819 -1.6834 -5.5596 -0.556
O 0.9044 -1.8390 -4.5231 -0.590
N -3.7410 -4.0096 -1.8907 1.063
O -4.3474 -4.0639 -0.8376 -0.621
O -3.9426 -4.7149 -2.8531 -0.618
H -2.9669 -2.3430 -0.0130 0.668
H -2.2673 -3.4528 -4.0609 0.606
C -4.5539 1.2968 0.5278 -1.386
C -4.5720 0.8212 1.9805 1.523
C -5.3130 1.8142 2.8766 -1.589
C -5.1933 -0.5717 2.0521 -1.379
Sb -2.5069 0.6952 2.6421 0.866
C -2.1902 -0.6238 4.3557 1.639
C -2.1993 -2.0492 3.8100 -1.735
C -0.8626 -0.3045 5.0351 -1.549
C -3.3498 -0.3733 5.3222 -1.489
C -1.4713 2.6222 2.7207 1.511
C -1.8616 3.4683 1.5149 -1.696
C 0.0384 2.4426 2.7985 -1.267
C -2.0218 3.2309 4.0154 -1.507
H -5.5891 1.3892 0.1906 0.591
H -4.0572 0.5768 -0.1224 0.111
H -4.0801 2.2718 0.4068 0.278
H -6.3651 1.8334 2.5815 0.519
H -4.9257 2.8279 2.7652 0.316
H -5.2753 1.5347 3.9316 0.305
H -6.1996 -0.5137 1.6291 0.588
H -5.2883 -0.9470 3.0698 0.233
H -4.6327 -1.2933 1.4555 0.123
H -1.3706 -2.2231 3.1240 0.244
H -3.1361 -2.2988 3.3097 0.357
H -2.0815 -2.7297 4.6575 0.600
H -0.0155 -0.4675 4.3716 0.175
H -0.7573 -0.9859 5.8839 0.594
H -0.8340 0.7099 5.4327 0.308
H -4.3233 -0.6060 4.8916 0.286
H -3.3662 0.6538 5.6925 0.306
H -3.2084 -1.0275 6.1859 0.541
H -1.5703 3.0094 0.5706 0.227
H -1.3250 4.4183 1.5911 0.582
H -2.9288 3.6928 1.5023 0.360
H 0.4464 2.1096 1.8465 -0.058
H 0.3484 1.7535 3.5810 0.204
H 0.4685 3.4238 3.0210 0.603
H -3.1101 3.3208 4.0128 0.325
H -1.6138 4.2411 4.1013 0.558
H -1.7168 2.6796 4.9052 0.276
C 7.6686 4.1141 0.0465 -1.109
C 7.9853 2.6379 0.2346 -0.801
N 6.8648 1.7672 -0.1383 0.270
C 6.2595 0.9759 0.9287 -0.880
C 5.4161 1.8070 1.8883 -0.916
C 6.6846 1.5540 -1.4632 0.375
O 7.4295 1.9979 -2.3208 -0.622
C 5.4947 0.7476 -1.9080 -0.154
C 5.6775 -0.2790 -2.8272 -0.473
C 4.5838 -0.9996 -3.2707 -0.992
C 3.3274 -0.6642 -2.8006 -0.013
N 3.1445 0.3592 -1.9593 0.208
C 4.2057 1.0529 -1.5246 0.033
H 8.5291 4.7152 0.3407 0.386
H 6.8161 4.4117 0.6586 0.275
H 7.4451 4.3245 -0.9978 0.315
H 8.2179 2.4304 1.2792 0.434
H 8.8516 2.3637 -0.3679 0.417
H 7.0638 0.4844 1.4825 0.376
H 5.6561 0.1823 0.4935 0.499
H 6.0092 2.5954 2.3523 0.424
H 5.0219 1.1669 2.6784 0.358
H 4.5816 2.2804 1.3668 0.122
H 6.6746 -0.5019 -3.1839 0.514
H 4.6990 -1.8114 -3.9738 0.491
H 2.4409 -1.1971 -3.1103 0.389
H 3.9911 1.8789 -0.8595 0.708
```